C50H62BrN3O3ReSiTe as an isolated structure in a non-equilibrium geometry, computed with ωB97M-V/def2-TZVPD.

Properties
⟨S²⟩ = 2.032
F_max = 2.76 eV Å⁻¹
LUMO (spin up / spin down) = -0.153 / -0.161 hartree
energy = -5542.0063 hartree
2S+1 = 3
frontier orbital gap (spin up / spin down) = 0.2006 / 0.1923 Ha
total charge = +1

Positions of all 122 atoms, in Å:
1 Re 0.1123 -1.8614 0.4230
2 O -1.9435 -5.3030 2.3520
3 C -3.1757 -4.7464 2.4611
4 C -4.2050 -5.5097 3.0031
5 C -5.4865 -4.9970 3.0782
6 C -5.7640 -3.7140 2.6220
7 C -4.7370 -2.9388 2.1170
8 C -3.4399 -3.4365 2.0434
9 C -2.3399 -2.5373 1.5516
10 O -1.3980 -3.1222 0.7117
11 N -1.5892 -2.0185 2.7351
12 N -0.4810 -1.3368 2.3699
13 C 0.0257 -0.3765 3.0721
14 C 1.1776 0.3703 2.6662
15 Br 2.0385 -0.2764 1.0452
16 C 1.7312 1.4500 3.2379
17 C 1.1877 2.2182 4.3473
18 C -0.1824 2.4416 4.5149
19 C -0.6439 3.2061 5.5717
20 C 0.2523 3.7357 6.4901
21 C 1.6153 3.5246 6.3295
22 C 2.0842 2.7996 5.2509
23 H -1.4127 -4.7615 1.7514
24 H -3.9787 -6.5115 3.3423
25 H -6.2827 -5.6050 3.4858
26 H -6.7699 -3.3204 2.6622
27 H -4.9374 -1.9355 1.7579
28 H -2.8031 -1.6784 1.0440
29 H -2.1385 -1.6583 3.5060
30 H -0.4003 -0.1248 4.0392
31 H 2.6815 1.7947 2.8435
32 H -0.8870 2.0708 3.7811
33 H -1.7036 3.3942 5.6797
34 H -0.1126 4.3245 7.3204
35 H 2.3136 3.9354 7.0454
36 H 3.1480 2.6537 5.1121
37 C 2.8704 -2.5430 -1.6515
38 Si 1.6875 -3.5480 -0.5379
39 C 0.7708 -4.8251 -1.6860
40 C 1.7779 -5.7227 -2.4164
41 C -0.2108 -5.7101 -0.9102
42 C -0.0246 -4.0363 -2.7353
43 C 2.7379 -4.2854 0.9337
44 C 3.7664 -5.2576 0.3409
45 C 1.8579 -5.0227 1.9525
46 C 3.5155 -3.2127 1.7051
47 H 3.5146 -3.1968 -2.2395
48 H 3.5110 -1.8778 -1.0693
49 H 2.3000 -1.9191 -2.3403
50 H 2.2273 -6.4524 -1.7450
51 H 2.5781 -5.1497 -2.8871
52 H 1.2592 -6.2735 -3.2049
53 H 0.2875 -6.3050 -0.1451
54 H -0.7014 -6.4038 -1.5979
55 H -0.9895 -5.1086 -0.4433
56 H 0.6308 -3.4481 -3.3801
57 H -0.7323 -3.3573 -2.2595
58 H -0.5912 -4.7262 -3.3646
59 H 3.2868 -6.1353 -0.0884
60 H 4.4465 -5.5991 1.1250
61 H 4.3649 -4.7772 -0.4353
62 H 1.3570 -5.8843 1.5139
63 H 1.0892 -4.3627 2.3695
64 H 2.4716 -5.3825 2.7824
65 H 4.0755 -2.5488 1.0450
66 H 4.2323 -3.6970 2.3727
67 H 2.8532 -2.6126 2.3295
68 C 5.0409 7.0355 -1.0915
69 C 3.9906 5.9628 -1.1356
70 C 3.0200 5.8667 -0.1479
71 C 2.0580 4.8652 -0.1583
72 C 1.0777 4.7932 0.9797
73 C 2.0546 3.9272 -1.2019
74 Te 0.7222 2.2432 -1.1166
75 N -0.1371 -1.0109 -1.1751
76 C -1.3880 -0.7189 -1.6576
77 O -2.2595 -0.3912 -0.8533
78 C -1.6295 -0.8107 -3.1098
79 C -0.6030 -0.5674 -4.0193
80 C -0.8486 -0.6846 -5.3761
81 C -2.1069 -1.0695 -5.8195
82 C -3.1305 -1.3116 -4.9122
83 C -2.8971 -1.1739 -3.5556
84 C -1.1223 3.3088 -1.1622
85 C -1.4933 3.9905 -2.3269
86 C -0.5746 4.1295 -3.5080
87 C -2.7603 4.5626 -2.3871
88 C -3.6536 4.4802 -1.3313
89 C -5.0322 5.0693 -1.4250
90 C -3.2534 3.8139 -0.1792
91 C -2.0063 3.2159 -0.0742
92 C -1.6739 2.4613 1.1855
93 C 3.0249 4.0079 -2.2116
94 C 3.0848 3.0557 -3.3785
95 C 3.9684 5.0284 -2.1608
96 H 5.0309 7.5547 -0.1347
97 H 4.8654 7.7670 -1.8821
98 H 6.0341 6.6141 -1.2470
99 H 3.0326 6.5759 0.6719
100 H 1.2975 5.5555 1.7267
101 H 1.1361 3.8157 1.4645
102 H 0.0565 4.9456 0.6276
103 H 0.3810 -0.3085 -3.6490
104 H -0.0585 -0.4967 -6.0906
105 H -2.2892 -1.1824 -6.8800
106 H -4.1053 -1.6167 -5.2675
107 H -3.6718 -1.3674 -2.8256
108 H 0.0084 3.2206 -3.6601
109 H 0.1236 4.9556 -3.3516
110 H -1.1419 4.3376 -4.4144
111 H -3.0603 5.0751 -3.2939
112 H -5.1481 5.6602 -2.3314
113 H -5.2390 5.7040 -0.5630
114 H -5.7781 4.2726 -1.4351
115 H -3.9434 3.7447 0.6547
116 H -2.4029 2.6822 1.9678
117 H -0.6746 2.7019 1.5489
118 H -1.7233 1.3937 0.9730
119 H 2.6172 2.1024 -3.1445
120 H 4.1177 2.8744 -3.6739
121 H 2.5665 3.4855 -4.2389
122 H 4.7217 5.0853 -2.9390